1.
Molecular formula: C5H8CsO3
Method: DFT, ωB97M-V with the def2-TZVPD basis set

ORCA input file:
```
! wB97M-V def2-TZVPD RIJCOSX def2/J DEFGRID3
* xyz 1 1
Cs -2.52891 3.48398 -1.25664
O 1.21306 1.85945 -1.28631
O 3.11744 0.64535 -0.92890
O 1.11766 -0.08829 -0.25780
C -3.28681 -0.87208 1.43024
C -3.16202 -0.20934 0.16574
C 1.78521 -1.24529 0.35792
C 1.73936 0.86255 -0.86602
C 3.92471 1.41772 -1.61773
H 2.31440 -1.80467 -0.41950
H -4.28603 -1.15519 1.79093
H -3.05972 0.11312 1.94815
H -3.22479 -0.95348 -0.64971
H 0.98005 -1.87444 0.74467
H -2.44116 -1.54222 1.72289
H 2.48509 -0.90311 1.12561
H 3.31243 2.26595 -2.00355
*
```

## Properties
DFT total energy in eV: -11991.7860
Energy relative to the best compared isomer or geometry (same formula, charge and spin) in eV: 5.4894
Molecular weight in g/mol: 249.0
F_max in eV/A: 4.5

=====

2.
Molecular formula: C5H8CuO3
Method: DFT, ωB97M-V with the def2-TZVPD basis set

ORCA input file:
```
! wB97M-V def2-TZVPD RIJCOSX def2/J DEFGRID3
* xyz 1 1
Cu -0.45441 -3.09540 0.67984
O -1.09268 1.14354 1.94082
O -0.48717 0.29218 -0.01057
O -1.07414 -1.10687 1.61959
C -0.08282 -1.36678 -1.31220
C 0.65393 1.70164 -0.37933
C 1.15709 -1.03368 -1.86407
C -0.95717 -0.00079 1.15838
C -1.69636 1.13601 3.10760
H -1.91522 0.07028 3.35218
H 1.82620 -1.43893 -1.06370
H 1.46588 -1.55065 -2.78038
H 1.45313 1.63355 0.36641
H -0.95416 -1.33770 -1.98109
H 0.05006 2.53683 -0.00367
H 0.73978 2.07772 -1.40381
H 1.36806 0.33905 -1.42599
*
```

## Properties
DFT total energy in eV: -56078.3814
Energy relative to the best compared isomer or geometry (same formula, charge and spin) in eV: 8.6380
Molecular weight in g/mol: 179.7
F_max in eV/A: 5.7

=====

3.
Molecular formula: C5H8F2
Method: DFT, ωB97M-V with the def2-TZVPD basis set

ORCA input file:
```
! wB97M-V def2-TZVPD RIJCOSX def2/J DEFGRID3
* xyz 0 1
F 0.77897 0.88223 1.76633
F -1.90207 0.20572 -0.69659
C 0.23736 0.00630 -0.32395
C 1.51960 -0.74890 -0.55542
C 0.49537 -1.40744 0.24237
C -0.73771 -0.05065 -1.35826
C -0.20027 1.00857 0.81814
H 2.66158 -0.52380 -0.12374
H -0.64583 -0.83546 -1.97576
H -0.08522 -2.21886 -0.14886
H -0.49105 0.82524 -2.01393
H 0.57721 -1.51386 1.41459
H 1.69101 -1.05398 -1.52306
H -1.19011 0.67038 1.39267
H -0.29577 2.01152 0.41319
*
```

## Properties
DFT total energy in eV: -10746.7223
Energy relative to the best compared isomer or geometry (same formula, charge and spin) in eV: 2.6515
Molecular weight in g/mol: 106.1
F_max in eV/A: 5.5

=====

4.
Molecular formula: C5H8F2
Method: DFT, ωB97M-V with the def2-TZVPD basis set

ORCA input file:
```
! wB97M-V def2-TZVPD RIJCOSX def2/J DEFGRID3
* xyz 0 1
F -3.97606 0.83845 -1.50438
F -1.80690 -0.40727 -2.57267
C -2.96460 0.25683 -0.73444
C -0.04054 -0.83176 -0.12750
C 0.00704 -0.25223 1.22050
C 0.86222 -0.26093 -1.11760
C -1.91770 -0.25176 -1.28517
H 0.44845 -0.29895 -2.08649
H -0.43334 -1.91841 -0.32463
H -0.99906 0.05286 1.73932
H -2.92749 0.53770 0.39594
H 0.42619 -1.01992 1.94306
H 0.65540 0.63628 1.25292
H 1.96106 -0.55556 -1.17741
H 0.96167 0.80298 -0.94182
*
```

## Properties
DFT total energy in eV: -10745.1670
Energy relative to the best compared isomer or geometry (same formula, charge and spin) in eV: 4.2068
Molecular weight in g/mol: 106.1
F_max in eV/A: 5.4